Entry 1:
Here is 2 unconnected molecules or ions with the total composition C3H11N3O at a distorted geometry from the Open Molecules 2025 dataset. Energies are from the ωB97M-V functional and the def2-TZVPD basis.

Element x y z (Å)
1 C 0.347 0.202 0.975
2 C 1.539 -0.556 0.416
3 C -1.820 1.096 0.600
4 N -0.691 0.424 0.001
5 N -0.855 -1.214 -1.559
6 N -0.270 -0.347 -2.340
7 O 2.518 -0.645 1.452
8 H 3.215 -1.245 1.169
9 H -1.758 -0.821 -1.303
10 H -0.331 0.619 -1.939
11 H 0.667 -0.623 -2.620
12 H 0.713 1.163 1.376
13 H -0.029 -0.357 1.848
14 H 1.942 -0.022 -0.457
15 H 1.212 -1.550 0.088
16 H -2.615 1.232 -0.139
17 H -2.236 0.545 1.460
18 H -1.548 2.098 0.970

The HOMO energy (alpha / beta) comes out at -0.3278 / -0.2805 Eh. The value obtained for the molecular weight is 105.14 g/mol. The calculation puts the orbital gap (alpha / beta) at 9.768 / 7.602 eV. Its charge is 0. The calculation puts the electronic energy at -9802.68328 eV.

---

Entry 2:
Here is a molecular structure, C45H42As2F4FeN3O5 from the Open Molecules 2025 dataset. Energies are from the ωB97M-V functional and the def2-TZVPD basis.

Element x y z (Å)
1 Fe -0.415 1.017 -0.919
2 F -2.032 -5.577 0.388
3 C -0.841 -4.968 0.582
4 C -0.725 -3.627 0.353
5 C 0.494 -2.993 0.601
6 C 0.587 -1.546 0.355
7 O -0.442 -0.942 0.020
8 C 1.886 -0.975 0.567
9 C 2.881 -1.758 1.066
10 N 2.787 -3.087 1.304
11 C 3.908 -3.809 1.857
12 C 4.659 -4.774 0.983
13 C 5.291 -3.477 1.393
14 C 1.583 -3.733 1.076
15 C 1.441 -5.113 1.284
16 C 0.235 -5.738 1.035
17 N 0.130 -7.144 1.262
18 C -0.119 -7.542 2.634
19 C 0.305 -8.986 2.828
20 N -0.430 -9.845 1.834
21 C -0.211 -9.380 0.418
22 C -0.648 -7.930 0.324
23 C 2.265 0.468 0.274
24 O 3.296 0.908 0.744
25 O 1.451 1.118 -0.486
26 H -1.567 -3.046 -0.003
27 H 3.830 -1.291 1.289
28 H 3.780 -4.070 2.901
29 H 4.331 -4.847 -0.046
30 H 5.013 -5.693 1.427
31 H 5.404 -2.724 0.626
32 H 6.073 -3.487 2.137
33 H 2.281 -5.713 1.604
34 H -1.180 -7.428 2.915
35 H 0.460 -6.916 3.311
36 H 0.075 -9.357 3.825
37 H 1.366 -9.114 2.617
38 H -1.432 -9.805 2.040
39 H -0.149 -10.821 1.935
40 H -0.792 -10.028 -0.236
41 H 0.852 -9.494 0.213
42 H -1.731 -7.869 0.501
43 H -0.471 -7.577 -0.691
44 C -2.076 3.814 0.606
45 C -2.384 4.305 -0.813
46 As -1.368 3.221 -2.133
47 C -2.589 3.117 -3.634
48 C -3.836 2.531 -3.431
49 C -4.716 2.377 -4.491
50 C -4.353 2.800 -5.762
51 C -3.107 3.372 -5.971
52 C -2.225 3.529 -4.912
53 C -0.016 4.487 -2.701
54 C 1.320 4.107 -2.635
55 C 2.318 5.009 -2.980
56 C 1.984 6.290 -3.394
57 C 0.651 6.673 -3.463
58 C -0.346 5.775 -3.116
59 As -0.109 3.750 0.822
60 C 0.046 2.800 2.506
61 C -0.592 1.568 2.639
62 C -0.382 0.783 3.763
63 C 0.476 1.217 4.763
64 C 1.124 2.437 4.631
65 C 0.913 3.222 3.507
66 C 0.203 5.603 1.322
67 C 1.025 6.358 0.492
68 C 1.249 7.701 0.763
69 C 0.658 8.293 1.867
70 C -0.162 7.544 2.703
71 C -0.391 6.205 2.429
72 H -2.450 2.793 0.730
73 H -2.549 4.435 1.368
74 H -2.103 5.351 -0.938
75 H -3.444 4.216 -1.053
76 H -4.116 2.171 -2.447
77 H -5.681 1.917 -4.325
78 H -5.039 2.678 -6.590
79 H -2.818 3.698 -6.962
80 H -1.254 3.978 -5.084
81 H 1.589 3.119 -2.278
82 H 3.356 4.709 -2.916
83 H 2.764 6.992 -3.661
84 H 0.388 7.673 -3.786
85 H -1.384 6.082 -3.178
86 H -1.261 1.200 1.866
87 H -0.893 -0.168 3.856
88 H 0.639 0.609 5.644
89 H 1.800 2.779 5.404
90 H 1.431 4.169 3.412
91 H 1.489 5.895 -0.373
92 H 1.888 8.282 0.110
93 H 0.835 9.340 2.080
94 H -0.623 8.007 3.567
95 H -1.028 5.623 3.086
96 F -4.245 -0.673 -3.102
97 C -3.012 -1.178 -3.039
98 F -2.605 -1.454 -4.274
99 F -3.090 -2.348 -2.365
100 C -2.038 -0.243 -2.296
101 O -2.472 0.331 -1.264
102 O -0.865 -0.154 -2.711

The HOMO energy (alpha / beta) comes out at -0.3381 / -0.3413 Eh. The value obtained for the molecular weight is 986.53 g/mol. The calculation puts the orbital gap (alpha / beta) at 5.959 / 6.045 eV. Its charge is +1. The multiplicity is 5. The calculation puts the electronic energy at -228984.50196 eV.

---

Entry 3:
Here is C7H7NO3 in the gas phase at a distorted geometry from the Open Molecules 2025 dataset. Energies are from the ωB97M-V functional and the def2-TZVPD basis.

Element x y z (Å)
1 C -2.337 -1.067 -0.075
2 C -0.955 -0.237 -0.150
3 C -1.120 1.218 0.028
4 C -0.048 2.047 0.160
5 C 1.204 1.512 -0.054
6 C 1.363 0.114 0.005
7 N 2.849 -0.359 -0.009
8 O 3.719 0.608 0.180
9 O 3.090 -1.519 -0.291
10 C 0.291 -0.826 0.021
11 O 0.542 -2.180 0.413
12 H -2.372 -1.954 -0.785
13 H -3.052 -0.341 -0.498
14 H -2.456 -1.533 0.847
15 H -2.143 1.638 0.121
16 H -0.260 3.192 0.258
17 H 2.099 2.118 -0.347
18 H -0.413 -2.431 0.174

The structure (SMILES) is Cc1cccc([N+](=O)[O-])c1O. The HOMO energy comes out at -0.3523 Eh. The value obtained for the molecular weight is 153.14 g/mol. The calculation puts the orbital gap at 9.073 eV. Its charge is 0. The calculation puts the electronic energy at -15000.27908 eV.

---

Entry 4:
Here is a molecular structure, C22H37O2OsSi at a distorted geometry from the Open Molecules 2025 dataset. Energies are from the ωB97M-V functional and the def2-TZVPD basis.

Element x y z (Å)
1 O 0.016 -0.575 -2.815
2 C -0.056 0.522 -3.878
3 C -0.043 -0.467 -5.045
4 H 0.819 1.218 -3.873
5 H -1.010 1.080 -3.794
6 C 0.036 -1.534 -3.923
7 H 0.865 -0.393 -5.661
8 H -0.997 -0.468 -5.593
9 C 1.323 -2.333 -3.917
10 H 2.224 -1.746 -3.685
11 H 1.488 -2.788 -4.899
12 H 1.197 -3.160 -3.217
13 C -1.182 -2.442 -3.914
14 H -2.123 -1.883 -3.840
15 H -1.056 -3.167 -3.106
16 H -1.276 -2.991 -4.862
17 Os -0.373 -1.093 1.731
18 C -1.963 -1.440 3.263
19 C -2.105 -0.095 3.698
20 C -2.637 0.683 2.631
21 H -1.856 0.238 4.710
22 C -2.763 -0.142 1.494
23 C -2.467 -1.495 1.881
24 H -2.830 -2.395 1.400
25 H -1.694 -2.262 3.915
26 H -2.950 1.721 2.705
27 H -3.139 0.148 0.508
28 C 0.534 -2.816 2.579
29 C -0.392 -3.198 1.575
30 C 0.023 -2.650 0.338
31 H -1.258 -3.820 1.743
32 C 1.198 -1.893 0.576
33 C 1.526 -2.012 1.957
34 H 2.374 -1.560 2.460
35 H 0.460 -3.007 3.645
36 H -0.461 -2.773 -0.632
37 H 1.789 -1.393 -0.179
38 O 1.852 2.505 -1.441
39 C 1.128 1.342 -0.974
40 C -0.410 1.602 -1.019
41 H 1.384 1.134 0.107
42 H 1.402 0.463 -1.589
43 C -0.608 2.993 -1.681
44 H -0.788 1.636 0.031
45 H -0.875 0.704 -1.520
46 C 0.832 3.523 -1.895
47 H -1.074 3.669 -0.970
48 H -1.206 2.982 -2.593
49 H 0.939 4.425 -1.259
50 H 1.095 3.794 -2.950
51 C 2.613 1.234 2.236
52 Si 0.761 1.015 2.763
53 C 0.938 0.906 4.665
54 C -0.168 2.700 2.638
55 H 3.203 0.387 2.618
56 H 3.029 2.151 2.684
57 H 2.753 1.343 1.153
58 H 1.435 1.830 5.023
59 H -0.038 0.822 5.171
60 H 1.582 0.053 4.936
61 H 0.560 3.524 2.612
62 H -0.794 2.804 1.739
63 H -0.784 2.837 3.542

The HOMO energy (alpha / beta) comes out at -0.3616 / -0.4302 Eh. The value obtained for the molecular weight is 551.85 g/mol. The calculation puts the orbital gap (alpha / beta) at 7.484 / 5.939 eV. Its charge is +1. The multiplicity is 5. The calculation puts the electronic energy at -37840.80599 eV.

---

Among the records above, which one has the highest molecular weight? C45H42As2F4FeN3O5